(1)
H4O2 | the ωB97M-V functional and the def2-TZVPD basis

```
6
Properties=species:S:1:pos:R:3
O 0.08148 1.51559 0.99726
H 0.05149 0.61291 0.64267
H 0.37184 2.06726 0.26324
O -0.01616 -1.25152 -0.30509
H -0.44896 -2.10501 -0.42031
H -0.03970 -0.83923 -1.17777
```

Properties
HOMO-LUMO gap	11.67	eV
charge	0
energy relative to the best compared isomer or geometry (same formula, charge and spin)	1.9	kcal per mole
LUMO level	0.0220	hartree



(2)
C24H17Cl2IrPSSe2Te2 | the ωB97M-V functional and the def2-TZVPD basis

```
50
Properties=species:S:1:pos:R:3
Ir -1.43673 -0.73250 0.54026
C 4.49922 -0.48810 1.65447
C 4.37722 0.19062 0.44743
C 3.18821 0.13681 -0.26003
C 2.10818 -0.58643 0.24285
C 2.23501 -1.26340 1.45127
C 3.43207 -1.21693 2.15484
P 0.54439 -0.69337 -0.66709
C 0.95665 -1.69285 -2.12062
C 1.89100 -2.72195 -2.02855
C 2.13300 -3.54342 -3.11811
C 1.43996 -3.34459 -4.30432
C 0.52060 -2.30929 -4.40676
C 0.28142 -1.47940 -3.32091
C -0.01133 0.92546 -1.21559
C 0.44922 1.94471 -2.04011
C -0.35891 3.05989 -2.19440
C -1.59138 3.13076 -1.54475
C -2.05103 2.10025 -0.73474
C -1.24637 0.97737 -0.56118
H 5.43130 -0.44777 2.20312
H 5.21111 0.76130 0.06007
H 3.09611 0.66153 -1.20295
H 1.39457 -1.82785 1.83817
H 3.52676 -1.74901 3.09243
H 2.42931 -2.88455 -1.10236
H 2.85881 -4.34232 -3.03945
H 1.62376 -3.99087 -5.15297
H -0.01125 -2.14385 -5.33480
H -0.43787 -0.67494 -3.39922
H 1.39713 1.87260 -2.56015
H -0.03924 3.87689 -2.82839
H -2.20847 4.01051 -1.68381
H -3.02116 2.16406 -0.25720
Se -2.72382 -1.70074 -1.28027
Te -1.71543 -3.95296 -1.59331
Te -2.18629 -4.78668 0.93714
Se -1.48815 -2.78102 2.11058
Cl -0.48566 0.50000 2.41983
C -1.85274 1.46122 2.99101
C -1.53842 2.48219 3.86770
C -2.56215 3.25131 4.38941
C -3.87074 2.97405 4.02384
C -4.14471 1.94465 3.14381
Cl -5.80124 1.64929 2.72751
C -3.14139 1.13722 2.57569
S -3.55863 -0.14435 1.46337
H -0.50597 2.66744 4.13095
H -2.34391 4.06065 5.07164
H -4.69202 3.55834 4.41463
```

Properties
multiplicity	2
HOMO-LUMO gap (alpha / beta)	7.04 / 5.32	eV
<S²>	0.7569
charge	0
energy relative to the best compared isomer or geometry (same formula, charge and spin)	0.0	kcal per mole
LUMO level (alpha / beta)	-0.0154 / -0.0768	hartree



(3)
C7H14Cl2HoO | the ωB97M-V functional and the def2-TZVPD basis

```
25
Properties=species:S:1:pos:R:3
Ho -0.67118 -1.83169 0.82408
Cl -3.02200 -1.17724 0.39107
Cl 0.41841 -2.32209 3.00123
C -1.53963 -4.06431 0.88390
H -1.58910 -4.68269 1.79599
H -2.49081 -4.20641 0.34215
C 1.77442 0.56077 0.19623
C 0.72871 -0.08757 -0.12258
H 2.57422 0.20481 0.85295
C -0.21887 0.19367 -1.25074
H -0.78571 -4.53532 0.21305
C 0.25038 1.46965 -2.07930
H -0.37177 -0.63380 -1.97982
H -1.20994 0.46696 -0.83031
C 0.85673 2.54880 -1.16812
H 1.02432 1.14904 -2.79828
H -0.59284 1.89392 -2.65211
C 1.97950 2.00237 -0.26439
H 1.25953 3.36079 -1.79007
H 0.06777 2.98283 -0.53881
H 2.92336 2.14720 -0.80799
H 2.00885 2.59922 0.65748
O -1.08388 0.42815 2.06459
H -0.44465 0.52361 2.80143
H -1.84583 1.00932 2.25835
```

Properties
multiplicity	5
HOMO-LUMO gap (alpha / beta)	6.40 / 6.39	eV
<S²>	6.0046
charge	-1
energy relative to the best compared isomer or geometry (same formula, charge and spin)	12.7	kcal per mole
LUMO level (alpha / beta)	0.1081 / 0.1082	hartree



(4)
C7H5CoNO7 | the ωB97M-V functional and the def2-TZVPD basis

```
21
Properties=species:S:1:pos:R:3
O -0.17702 0.23353 -4.93439
C -0.18719 0.26004 -3.78247
Co -0.17879 0.20112 -1.99095
O 1.68512 -2.09376 -1.61848
C 0.92878 -1.22690 -1.68419
C -1.25558 1.61584 -1.70122
O -1.95904 2.50820 -1.56157
C -1.59073 -0.90184 -1.64421
O -2.52759 -1.57925 -1.59977
C 1.20753 1.33097 -1.73231
O 2.10637 2.02108 -1.56743
N 0.90767 0.19920 3.03527
C -0.35220 -0.52580 2.74878
C -0.23966 -0.62248 1.22985
O -0.40877 -1.71058 0.65033
O 0.14829 0.51602 0.78723
H 1.67224 -0.40018 2.72222
H 1.03360 0.48763 4.00768
H 0.85458 0.98872 2.35440
H -0.48084 -1.42857 3.32382
H -1.18679 0.12701 2.95742
```

Properties
multiplicity	4
HOMO-LUMO gap (alpha / beta)	7.69 / 5.94	eV
<S²>	3.7853
charge	+2
energy relative to the best compared isomer or geometry (same formula, charge and spin)	0.0	kcal per mole
LUMO level (alpha / beta)	-0.2840 / -0.4718	hartree



What did the third record say?
C7H14Cl2HoO | the ωB97M-V functional and the def2-TZVPD basis

```
25
Properties=species:S:1:pos:R:3
Ho -0.67118 -1.83169 0.82408
Cl -3.02200 -1.17724 0.39107
Cl 0.41841 -2.32209 3.00123
C -1.53963 -4.06431 0.88390
H -1.58910 -4.68269 1.79599
H -2.49081 -4.20641 0.34215
C 1.77442 0.56077 0.19623
C 0.72871 -0.08757 -0.12258
H 2.57422 0.20481 0.85295
C -0.21887 0.19367 -1.25074
H -0.78571 -4.53532 0.21305
C 0.25038 1.46965 -2.07930
H -0.37177 -0.63380 -1.97982
H -1.20994 0.46696 -0.83031
C 0.85673 2.54880 -1.16812
H 1.02432 1.14904 -2.79828
H -0.59284 1.89392 -2.65211
C 1.97950 2.00237 -0.26439
H 1.25953 3.36079 -1.79007
H 0.06777 2.98283 -0.53881
H 2.92336 2.14720 -0.80799
H 2.00885 2.59922 0.65748
O -1.08388 0.42815 2.06459
H -0.44465 0.52361 2.80143
H -1.84583 1.00932 2.25835
```

Properties
multiplicity	5
HOMO-LUMO gap (alpha / beta)	6.40 / 6.39	eV
<S²>	6.0046
charge	-1
energy relative to the best compared isomer or geometry (same formula, charge and spin)	12.7	kcal per mole
LUMO level (alpha / beta)	0.1081 / 0.1082	hartree



Q: Number 4 is which compound?
A: C7H5CoNO7